Below is a cluster of 7 separate species, C41H40F6O6S2 in total, with properties calculated with ωB97M-V/def2-TZVPD.

Values from the calculation:
Gap between HOMO and LUMO (Eh): 0.3431
Largest force on an atom (eV/Å): 0.53
Structure (SMILES): O=C(OS)OCCCCS(=O)(=O)O.Fc1ccccc1.Fc1ccccc1.Fc1ccccc1.Fc1ccccc1.Fc1ccccc1.Fc1ccccc1
E_HOMO (Ha): -0.337
Total energy (a.u.): -3433.30436

Positions of all 95 atoms, in Å:
O -7.809 -0.069 -0.303
C -7.318 0.219 -1.357
O -6.157 -0.265 -1.869
S -4.965 -0.753 -0.803
O -7.796 1.092 -2.234
C -9.180 1.436 -2.102
C -9.467 2.616 -1.178
C -8.520 3.816 -1.232
C -7.162 3.618 -0.526
S -5.793 4.008 -1.579
O -5.875 5.382 -1.952
O -5.629 3.032 -2.605
O -4.562 3.917 -0.559
H -4.609 0.461 -0.353
H -9.758 0.581 -1.754
H -9.503 1.668 -3.113
H -9.551 2.279 -0.144
H -10.450 2.977 -1.484
H -8.381 4.185 -2.246
H -9.017 4.626 -0.702
H -7.034 2.600 -0.152
H -7.064 4.306 0.311
H -4.717 3.244 0.115
F -2.315 -1.352 0.143
C -1.366 -2.306 -0.014
C -0.080 -1.912 -0.321
C 0.886 -2.897 -0.476
C 0.554 -4.236 -0.332
C -0.751 -4.598 -0.026
C -1.729 -3.628 0.138
H 0.150 -0.862 -0.434
H 1.904 -2.612 -0.708
H 1.312 -4.998 -0.452
H -1.012 -5.642 0.088
H -2.752 -3.882 0.381
F 1.002 -4.774 2.957
C 2.074 -3.980 3.152
C 1.885 -2.617 3.242
C 2.992 -1.806 3.452
C 4.260 -2.360 3.561
C 4.420 -3.737 3.463
C 3.322 -4.562 3.259
H 0.889 -2.203 3.154
H 2.859 -0.734 3.537
H 5.117 -1.722 3.723
H 5.407 -4.174 3.547
H 3.423 -5.636 3.187
F 6.810 -0.295 4.222
C 7.442 0.067 3.080
C 8.782 0.388 3.142
C 9.422 0.758 1.967
C 8.728 0.804 0.766
C 7.379 0.477 0.738
C 6.723 0.100 1.902
H 9.303 0.349 4.089
H 10.474 1.013 1.995
H 9.237 1.100 -0.139
H 6.832 0.513 -0.194
H 5.674 -0.164 1.897
F 8.304 0.345 -2.232
C 9.201 0.289 -3.243
C 10.546 0.282 -2.938
C 11.457 0.223 -3.984
C 11.016 0.176 -5.299
C 9.655 0.184 -5.573
C 8.731 0.239 -4.540
H 10.869 0.318 -1.907
H 12.516 0.212 -3.766
H 11.732 0.131 -6.109
H 9.307 0.149 -6.597
H 7.666 0.243 -4.726
F -0.497 -2.976 9.216
C 0.617 -2.515 8.607
C 1.288 -1.449 9.172
C 2.432 -0.982 8.541
C 2.880 -1.575 7.368
C 2.183 -2.644 6.823
C 1.040 -3.127 7.444
H 0.915 -1.003 10.084
H 2.974 -0.149 8.970
H 3.772 -1.205 6.878
H 2.531 -3.104 5.908
H 0.481 -3.961 7.041
F -10.573 3.161 -5.028
C -9.471 3.212 -5.817
C -8.250 3.449 -5.225
C -7.118 3.482 -6.025
C -7.227 3.301 -7.397
C -8.474 3.076 -7.967
C -9.614 3.024 -7.176
H -8.174 3.583 -4.157
H -6.154 3.650 -5.563
H -6.343 3.328 -8.019
H -8.564 2.934 -9.036
H -10.593 2.841 -7.597

=====

Below is a structure of composition C27H27N5O2P2S2Sn, with properties calculated with ωB97M-V/def2-TZVPD.

Values from the calculation:
Gap between HOMO and LUMO (Eh): 0.1932
Largest force on an atom (eV/Å): 0.68
E_HOMO (Ha): -0.026
Total energy (a.u.): -3162.60302
Net charge: -2

Positions of all 66 atoms, in Å:
Sn -0.664 -0.514 -0.612
S 0.402 -0.182 1.994
P 1.263 1.389 1.045
C 0.530 1.919 -0.348
P -0.729 3.022 -0.518
S -2.535 2.549 -1.185
C -0.128 4.406 -1.591
C -0.991 5.401 -2.046
C -0.508 6.470 -2.786
C 0.846 6.555 -3.093
C 1.710 5.562 -2.655
C 1.223 4.498 -1.903
C -1.028 3.959 1.048
C -0.367 5.143 1.365
C -0.597 5.785 2.575
C -1.484 5.243 3.494
C -2.135 4.053 3.195
C -1.913 3.421 1.980
C 1.658 2.695 2.294
C 1.158 2.686 3.588
C 1.546 3.660 4.501
C 2.446 4.647 4.132
C 2.948 4.668 2.835
C 2.553 3.701 1.926
C 3.009 0.912 0.696
C 3.891 0.786 1.864
C 5.207 1.044 1.817
C 5.810 1.667 0.651
C 5.076 1.949 -0.437
C 3.695 1.488 -0.591
H -2.047 5.309 -1.820
H -1.190 7.240 -3.130
H 1.222 7.388 -3.676
H 2.766 5.615 -2.896
H 1.870 3.706 -1.543
H 0.332 5.573 0.657
H -0.065 6.700 2.807
H -1.653 5.736 4.445
H -2.823 3.615 3.911
H -2.435 2.505 1.731
H 0.466 1.902 3.872
H 1.136 3.647 5.505
H 2.752 5.402 4.847
H 3.652 5.436 2.535
H 2.951 3.712 0.917
H 3.432 0.479 2.798
H 5.813 0.903 2.706
H 6.839 2.003 0.712
H 5.498 2.562 -1.228
H 3.028 2.064 -1.222
N -2.335 -2.764 1.552
N -1.636 -3.977 1.407
C -0.647 -3.951 0.389
N 0.010 -5.170 0.234
N -0.471 -2.918 -0.324
N 0.637 -2.962 -1.359
O 0.906 -1.502 -1.440
O 1.720 -3.544 -0.872
H -2.767 -2.731 2.462
H -3.008 -2.598 0.811
H -2.230 -4.786 1.244
H 0.264 -5.535 1.146
H 0.882 -4.903 -0.295
C 3.333 0.042 -0.479
H 2.515 -0.337 -1.078
H 4.139 -0.664 -0.319

=====

Below is a cluster of 2 separate species, ClH3NPS in total, with properties calculated with ωB97M-V/def2-TZVPD.

Values from the calculation:
Gap between HOMO and LUMO (Eh): 0.3240
Largest force on an atom (eV/Å): 0.97
Structure (SMILES): [H]/N=P/Cl.S
E_HOMO (Ha): -0.347
Total energy (a.u.): -1256.27669

Positions of all 7 atoms, in Å:
H 0.987 -0.957 -1.008
N 0.783 0.007 -0.853
P 1.375 1.078 -1.796
Cl 0.739 2.672 -0.710
S -1.760 -1.246 1.432
H -1.520 -0.145 2.158
H -0.603 -1.409 0.778

=====

Below is the ion C15H28N3O with charge +1 in a non-equilibrium geometry, with properties calculated with ωB97M-V/def2-TZVPD.

Values from the calculation:
Gap between HOMO and LUMO (Eh): 0.3686
Largest force on an atom (eV/Å): 1.41
Structure (SMILES): C#CC[C@@H]1NC(NCCCCCCCCC)=[NH+]CO1
E_HOMO (Ha): -0.480
Total energy (a.u.): -827.55472
Net charge: +1

Positions of all 47 atoms, in Å:
C -5.016 1.474 -4.757
C -4.837 1.149 -3.624
C -4.539 0.822 -2.234
C -3.041 0.644 -2.083
N -2.696 -0.009 -0.757
C -1.403 -0.411 -0.795
N -0.923 -1.463 -0.207
C -1.700 -2.422 0.590
C -0.994 -2.669 1.941
C -0.694 -1.332 2.662
C 0.751 -0.866 2.490
C 0.957 0.601 2.942
C 1.938 1.343 2.045
C 3.365 0.726 2.016
C 3.925 0.721 0.584
C 3.343 -0.407 -0.280
N -0.518 0.426 -1.480
C -1.067 1.773 -1.570
O -2.338 1.830 -2.229
H -4.941 1.626 -5.809
H -5.021 -0.130 -1.993
H -4.926 1.582 -1.557
H -2.718 -0.064 -2.860
H -3.353 -0.772 -0.623
H 0.073 -1.618 -0.291
H -2.689 -2.042 0.818
H -1.731 -3.362 0.041
H -1.722 -3.202 2.549
H -0.097 -3.268 1.809
H -1.375 -0.549 2.324
H -0.863 -1.491 3.727
H 1.426 -1.536 3.021
H 1.050 -0.904 1.440
H -0.012 1.100 2.891
H 1.290 0.590 3.980
H 2.042 2.381 2.362
H 1.544 1.374 1.025
H 4.013 1.335 2.640
H 3.330 -0.290 2.405
H 5.012 0.693 0.573
H 3.622 1.670 0.134
H 3.275 -1.315 0.322
H 2.323 -0.163 -0.587
H 3.956 -0.571 -1.162
H -0.380 0.062 -2.423
H -1.214 2.155 -0.560
H -0.399 2.452 -2.087